Record 1
{
  "formula": "CH3O3S",
  "method": "wB97M-V/def2-TZVPD",
  "elements": ["C", "O", "O", "O", "S", "H", "H", "H"],
  "coordinates": [[-0.6829, 0.8927, -0.4155], [2.0851, 0.2303, -0.7125], [0.6348, -0.6339, 1.1461], [-1.0484, 1.0676, 0.8783], [0.7519, -0.1643, -0.2192], [-1.4813, -0.1163, -1.1762], [-0.8388, 0.2765, 1.5392], [0.5798, -1.5526, -1.0403]],
  "forces_ev_per_a": [[-0.79, -1.93, -2.57], [-1.42, 0.28, 0.69], [1.14, -0.75, 1.44], [-1.32, -0.54, 2.50], [0.77, -3.42, -3.09], [1.84, 2.15, 2.07], [-0.29, 1.68, -2.22], [0.07, 2.53, 1.18]],
  "de_lowest_ev": 5.125,
  "fmax_ha_per_bohr": 0.091,
  "total_charge": -1,
  "homo_lumo_gap_ev": 6.82
}



Record 2
{
  "formula": "CH3O4S2",
  "method": "wB97M-V/def2-TZVPD",
  "elements": ["C", "O", "O", "O", "O", "S", "S", "H", "H", "H"],
  "coordinates": [[0.4554, -0.0460, -0.2507], [2.5411, 0.6961, 1.3437], [2.5580, 0.7017, -1.1555], [2.9238, -1.3920, 0.1314], [0.0358, 0.9951, 0.5549], [-0.4884, -1.5835, 0.0736], [2.2996, -0.1004, 0.0635], [0.3005, 0.1281, -1.3057], [0.7022, 1.0233, 1.3311], [0.6044, -2.3528, 0.2516]],
  "forces_ev_per_a": [[0.15, -0.57, 1.43], [-1.24, -1.50, -1.95], [0.84, -0.76, 1.00], [-0.36, -1.09, -0.16], [0.28, 0.29, 1.06], [0.23, -0.57, 0.34], [0.82, 3.57, -0.32], [0.28, 0.53, 0.02], [-0.86, 0.07, -1.41], [-0.14, 0.02, 0.00]],
  "de_lowest_ev": 0.435,
  "fmax_ha_per_bohr": 0.072,
  "total_charge": -1,
  "homo_lumo_gap_ev": 8.79
}



Record 3
{
  "formula": "CH3OP",
  "method": "wB97M-V/def2-TZVPD",
  "elements": ["C", "O", "P", "H", "H", "H"],
  "coordinates": [[0.5680, -1.0925, -0.7264], [-0.1032, 2.2862, 1.1881], [-0.1770, 0.9443, 0.5353], [0.9530, -0.7650, -1.6944], [-0.4525, -1.4719, -0.8203], [-0.7883, 0.0989, 1.5178]],
  "forces_ev_per_a": [[0.18, 1.71, 1.39], [0.35, -1.08, -0.87], [-0.03, -0.69, -0.05], [-0.14, -0.01, -0.25], [-0.34, 0.10, -0.25], [-0.02, -0.03, 0.01]],
  "de_lowest_ev": 4.503,
  "fmax_ha_per_bohr": 0.043,
  "homo_lumo_gap_ev": [7.88, 7.87]
}



Record 4
{
  "formula": "CH3OP",
  "method": "wB97M-V/def2-TZVPD",
  "elements": ["C", "O", "P", "H", "H", "H"],
  "coordinates": [[0.3579, 0.1444, 0.8536], [-1.0349, -1.3642, -0.9824], [-0.1363, -0.2244, -0.6754], [0.5506, -0.6716, 1.4189], [0.7208, 1.1305, 0.9202], [-0.4581, 0.9852, -1.5350]],
  "forces_ev_per_a": [[-0.59, 1.43, -3.52], [0.98, 0.04, -0.59], [-2.66, 1.07, 0.01], [0.63, -1.98, 2.34], [0.79, 0.83, 0.69], [0.84, -1.39, 1.06]],
  "de_lowest_ev": 1.264,
  "fmax_ha_per_bohr": 0.075,
  "homo_lumo_gap_ev": 8.98
}